# 1
{
  "formula": "C2H2OS3",
  "method": "the ωB97M-V functional and the def2-TZVPD basis",
  "elements": ["O", "C", "S", "C", "S", "S", "H", "H"],
  "xyz": [[0.24, 1.54, 0.97], [-0.30, 0.40, 0.61], [-1.59, -0.22, 1.39], [0.39, -0.27, -0.60], [1.67, 0.47, -1.28], [-0.19, -1.77, -1.19], [1.01, 1.72, 0.38], [-1.22, -1.87, -0.29]],
  "e_above_lowest_kcal_mol": 1.5,
  "multiplicity": 1,
  "smiles": "OC(=S)C(=S)S"
}

# 2
{
  "formula": "C2H2OS3",
  "method": "the ωB97M-V functional and the def2-TZVPD basis",
  "elements": ["O", "C", "S", "C", "S", "S", "H", "H"],
  "xyz": [[-0.42, 1.25, -1.37], [0.12, 0.13, -0.80], [1.02, -0.94, -1.57], [-0.27, -0.05, 0.69], [-1.37, 0.89, 1.44], [0.46, -1.28, 1.62], [-0.87, 1.78, -0.69], [1.34, -1.77, 0.68]],
  "e_above_lowest_kcal_mol": 5.3,
  "multiplicity": 1,
  "smiles": "OC(=S)C(=S)S"
}

# 3
{
  "formula": "C2H2S2",
  "method": "the ωB97M-V functional and the def2-TZVPD basis",
  "elements": ["S", "C", "C", "S", "H", "H"],
  "xyz": [[-1.74, 0.68, -1.35], [-0.47, 0.03, -0.69], [0.25, -0.04, 0.59], [1.08, -0.68, -0.95], [0.74, 0.76, 1.05], [0.14, -0.76, 1.35]],
  "e_above_lowest_kcal_mol": 9.5,
  "multiplicity": 1,
  "smiles": "S=C1CS1"
}

# 4
{
  "formula": "C2H2S2",
  "method": "the ωB97M-V functional and the def2-TZVPD basis",
  "elements": ["S", "S", "C", "C", "H", "H"],
  "xyz": [[-0.06, -0.26, 1.80], [-1.10, 1.22, 0.63], [0.50, -0.55, 0.12], [-0.24, 0.34, -0.62], [1.18, -1.29, -0.23], [-0.29, 0.54, -1.70]],
  "e_above_lowest_kcal_mol": 1.0,
  "multiplicity": 1
}

In the order shown, the computed LUMO values come out to -1.846, -1.759, -0.340, -0.221 eV.
In the order shown, the computed orbital gap values come out to 7.37, 7.45, 8.52, 8.62 eV.
In the order shown, the computed calculated total energy values come out to -1347.1892, -1347.1830, -873.7226, -873.7361 Ha.